Entry 1:
{"formula": "C42H66BCaCl4Cs2F2N4O16S2", "method": "wB97M-V/def2-TZVPD", "symbols": ["C", "C", "C", "C", "C", "C", "C", "C", "C", "C", "N", "O", "O", "B", "C", "C", "C", "C", "C", "C", "C", "S", "C", "N", "N", "C", "O", "O", "C", "F", "C", "C", "C", "O", "O", "H", "H", "H", "H", "H", "H", "H", "H", "H", "H", "H", "H", "H", "H", "H", "H", "H", "H", "H", "H", "H", "H", "H", "H", "H", "H", "H", "H", "H", "H", "H", "H", "H", "H", "H", "H", "H", "H", "H", "H", "Cs", "Ca", "F", "C", "C", "C", "O", "C", "C", "C", "O", "H", "H", "H", "H", "C", "Cl", "Cl", "Cl", "Cl", "C", "O", "H", "H", "H", "O", "S", "O", "O", "O", "Cs", "N", "C", "C", "C", "C", "C", "H", "H", "H", "H", "H", "C", "O", "C", "C", "O", "C", "C", "O", "C", "H", "H", "H", "H", "H", "H", "H", "H", "H", "H", "H", "H", "H", "H"], "positions_angstrom": [[-0.109, -6.467, 0.112], [0.903, -5.645, 0.910], [1.757, -4.691, 0.067], [0.906, -3.713, -0.807], [1.243, -3.933, -2.286], [0.168, -3.509, -3.290], [-0.369, -2.077, -3.062], [-1.764, -2.344, -2.295], [-2.321, -1.101, -1.475], [-3.744, -0.675, -2.178], [-4.919, -1.430, -2.034], [-3.753, 0.342, -2.913], [0.484, -1.218, -2.408], [1.415, -0.757, -3.500], [2.069, 0.723, -3.361], [3.603, 0.764, -3.514], [4.050, 2.145, -4.048], [4.397, 3.079, -2.879], [5.018, 4.386, -3.365], [5.676, 5.202, -2.256], [4.735, 5.587, -1.091], [2.995, 5.810, -1.559], [2.641, 7.492, -1.288], [3.373, 8.512, -1.119], [2.484, 9.569, -0.997], [1.327, 9.128, -1.099], [1.332, 7.774, -1.285], [0.738, -1.124, -4.804], [-0.554, -1.186, -4.448], [-0.838, 0.131, -3.938], [-1.452, -1.709, -5.577], [-1.781, -0.688, -6.707], [-0.733, 0.399, -6.978], [0.285, 0.222, -7.586], [-1.055, 1.702, -6.540], [-0.963, -5.833, -0.138], [-0.526, -7.283, 0.698], [0.296, -6.857, -0.821], [1.601, -6.364, 1.352], [0.424, -5.137, 1.748], [2.428, -5.292, -0.547], [2.379, -4.117, 0.757], [-0.132, -3.918, -0.555], [1.194, -2.717, -0.488], [1.475, -4.986, -2.455], [2.151, -3.382, -2.522], [-0.669, -4.211, -3.307], [0.631, -3.524, -4.280], [-2.504, -2.633, -3.043], [-1.714, -3.180, -1.611], [-2.461, -1.315, -0.420], [-1.639, -0.229, -1.500], [-5.006, -1.824, -1.097], [-4.980, -2.196, -2.743], [2.353, -1.563, -3.431], [1.786, 1.168, -2.399], [1.626, 1.337, -4.160], [4.002, 0.616, -2.510], [3.974, -0.025, -4.164], [4.885, 2.067, -4.747], [3.247, 2.635, -4.601], [5.109, 2.539, -2.247], [3.507, 3.243, -2.265], [5.819, 4.097, -4.051], [4.325, 4.983, -3.961], [6.502, 4.601, -1.853], [6.112, 6.101, -2.693], [4.783, 4.784, -0.361], [5.141, 6.477, -0.621], [0.421, 9.697, -1.075], [-0.952, -2.575, -6.000], [-2.412, -2.098, -5.240], [-1.918, -1.235, -7.637], [-2.722, -0.179, -6.494], [-0.567, 1.916, -5.740], [-2.041, 1.768, -2.704], [-3.797, -2.569, -4.522], [8.398, 4.248, -2.111], [4.184, 5.242, 4.223], [4.950, 4.998, 3.163], [5.726, 6.081, 2.510], [6.423, 5.861, 1.542], [5.615, 7.445, 3.082], [4.849, 7.690, 4.141], [4.073, 6.607, 4.796], [3.378, 6.829, 5.762], [3.609, 4.467, 4.713], [5.043, 4.010, 2.731], [6.189, 8.220, 2.589], [4.755, 8.678, 4.572], [-2.983, 6.570, 1.031], [-2.873, 6.373, 2.779], [-4.534, 7.302, 0.613], [-1.665, 7.608, 0.469], [-2.851, 4.988, 0.252], [-6.795, 1.912, 0.467], [-6.698, 1.281, 1.602], [-6.657, 3.020, 0.488], [-6.103, 1.542, -0.316], [-7.782, 1.807, -0.061], [-8.705, -0.194, -0.100], [-8.408, -1.493, 0.549], [-8.635, -1.348, 2.002], [-6.994, -1.822, 0.289], [-9.282, -2.529, 0.003], [9.900, 3.667, -0.535], [-7.867, -5.613, 2.216], [-8.937, -5.012, 1.683], [-10.165, -5.644, 1.528], [-10.291, -6.958, 1.940], [-9.191, -7.595, 2.493], [-8.010, -6.878, 2.607], [-8.809, -3.980, 1.363], [-10.998, -5.110, 1.092], [-11.234, -7.482, 1.833], [-9.246, -8.623, 2.828], [-7.124, -7.336, 3.037], [0.486, -0.936, 7.955], [1.564, -1.203, 7.086], [2.502, -2.117, 7.626], [3.127, -2.966, 6.538], [2.280, -3.979, 6.019], [1.180, -3.579, 5.211], [1.563, -3.068, 3.839], [2.125, -1.767, 3.914], [3.113, -1.540, 2.934], [0.822, -0.361, 8.826], [-0.248, -0.350, 7.406], [0.008, -1.865, 8.286], [2.024, -2.776, 8.359], [3.291, -1.537, 8.125], [3.968, -3.502, 6.985], [3.538, -2.346, 5.739], [0.542, -2.867, 5.736], [0.590, -4.487, 5.066], [0.664, -3.005, 3.212], [2.267, -3.771, 3.378], [3.875, -2.328, 2.952], [3.598, -0.592, 3.165], [2.667, -1.477, 1.935]], "atomic_forces_ev_per_a": [[-0.5, 0.7, 0.2], [0.7, -0.9, -0.2], [-0.7, 0.3, 0.3], [1.3, -1.0, 0.5], [-0.5, 0.4, 0.1], [0.5, 0.6, -0.9], [-2.6, 0.2, 0.3], [0.9, 2.6, 0.8], [-1.4, 0.2, -1.4], [0.4, 0.9, 1.2], [1.8, 0.6, 0.3], [-3.2, -5.2, -0.3], [-0.6, 0.0, -0.1], [2.9, -1.2, 0.8], [-0.8, -0.5, -0.4], [-0.8, 0.9, -0.3], [-0.1, 0.1, 0.8], [0.3, -0.1, -0.6], [0.6, -0.3, 0.2], [-0.6, 0.0, -0.1], [0.9, 0.0, -0.4], [-0.2, -0.1, 0.1], [0.0, -1.6, -0.1], [1.0, 0.8, 0.2], [2.1, 1.9, 0.4], [-1.1, -1.1, -0.3], [-1.3, 0.1, -0.1], [-0.9, 0.9, -0.6], [2.0, -2.8, 1.3], [-0.9, -1.2, -1.9], [0.6, 1.5, -0.2], [0.0, 0.5, 0.1], [1.2, 0.3, -0.1], [-0.9, -0.1, 0.3], [-0.7, -1.0, -0.1], [-0.1, -0.1, -0.2], [0.1, -0.1, 0.0], [0.2, -0.1, 0.0], [0.0, 0.1, 0.2], [-0.1, 0.1, -0.1], [0.0, 0.1, -0.1], [0.2, 0.0, 0.0], [-0.2, 0.3, -0.2], [-0.5, 0.3, -0.3], [-0.2, -0.1, 0.0], [0.0, 0.0, 0.0], [0.0, -0.1, 0.0], [0.0, -0.2, 0.0], [0.7, -0.4, 0.7], [0.2, -0.2, -0.1], [-0.3, -0.3, 0.0], [-0.2, -1.4, 0.0], [-0.3, -0.4, 0.0], [-1.0, 0.2, 0.6], [0.2, 0.1, -0.2], [0.0, 0.1, 0.0], [0.0, 0.2, 0.1], [0.4, -0.2, -0.1], [-0.2, -0.2, 0.0], [0.2, 0.0, 0.2], [-0.1, -0.2, -0.2], [0.2, 0.2, 0.1], [-0.1, 0.0, 0.0], [0.1, 0.1, -0.1], [-0.2, 0.0, 0.1], [-0.2, 0.4, -0.1], [0.0, 0.1, 0.1], [-0.4, 0.0, 0.2], [-0.4, 0.2, 0.1], [-0.4, -0.2, 0.0], [0.3, 0.0, 0.1], [3.9, 1.5, -1.7], [0.0, 0.0, -0.1], [-0.1, 0.0, 0.1], [0.5, -0.1, 0.0], [2.8, 6.2, 1.2], [-4.9, -1.8, -0.1], [-0.8, 0.3, -1.2], [0.0, -0.1, 0.0], [0.0, 0.0, 0.0], [0.0, 0.0, 0.0], [0.2, -0.1, 0.1], [0.0, 0.1, 0.0], [0.0, 0.0, 0.0], [0.0, 0.0, 0.0], [0.0, 0.0, 0.0], [0.0, 0.0, 0.0], [0.0, 0.0, 0.0], [0.0, 0.0, 0.0], [0.0, 0.0, 0.0], [0.0, 0.1, 0.0], [0.0, 0.0, 0.0], [0.0, 0.0, 0.0], [0.0, 0.0, 0.0], [0.0, 0.0, 0.0], [1.2, 0.6, 0.0], [0.0, 0.2, 0.2], [-0.3, 0.0, 0.4], [-0.1, -0.5, -0.3], [-0.7, -0.9, 0.2], [-0.7, 0.4, -0.7], [1.2, -0.3, 0.1], [0.1, 0.5, -0.1], [0.0, -0.1, 0.0], [-0.4, 0.3, -0.2], [1.1, -0.4, 1.2], [-0.2, -0.2, 0.0], [0.3, 0.3, 0.1], [0.0, -0.1, 0.0], [-0.1, 0.0, 0.0], [0.0, 0.0, 0.0], [0.1, 0.1, 0.0], [-0.1, -0.4, 0.1], [0.1, 0.1, 0.0], [0.0, 0.0, 0.0], [0.0, 0.0, 0.0], [0.0, -0.1, 0.0], [0.1, 0.1, -0.1], [-0.2, -0.2, 0.0], [0.0, 0.2, -0.2], [0.1, -0.1, 0.0], [0.0, 0.0, 0.0], [-0.1, -0.1, 0.0], [-0.2, 0.3, 0.0], [0.4, -0.1, 0.1], [-0.2, 0.1, 0.0], [-0.1, -0.1, 0.1], [0.1, 0.0, 0.0], [0.0, 0.0, 0.1], [0.0, 0.0, 0.0], [0.1, -0.2, 0.1], [-0.1, -0.1, 0.0], [-0.2, 0.2, 0.0], [0.1, 0.2, -0.1], [0.1, 0.0, 0.0], [0.0, -0.2, 0.0], [0.0, 0.0, 0.0], [0.0, 0.0, -0.1], [-0.1, 0.0, 0.0], [0.1, -0.1, -0.1]], "relative_energy_ev": 0.0000, "e_homo_ev": -3.36, "charge": -1, "e_lumo_ha": -0.0497}


Entry 2:
{"formula": "CHN4S3", "method": "wB97M-V/def2-TZVPD", "symbols": ["C", "N", "N", "N", "N", "S", "S", "S", "H"], "positions_angstrom": [[-2.411, 0.432, 0.797], [0.541, 0.549, 0.642], [-1.553, 0.864, 1.467], [-0.290, 1.293, 1.231], [0.366, -0.618, 0.283], [-3.664, -0.159, 0.088], [3.143, -0.732, -1.444], [1.110, -1.690, -0.547], [2.758, 0.062, -2.516]], "atomic_forces_ev_per_a": [[-0.8, -0.6, -0.1], [1.5, 0.7, -0.6], [0.6, -0.5, 0.5], [1.5, 2.5, 1.2], [-2.6, -0.3, 1.0], [-1.5, -0.6, -0.9], [-1.0, -0.1, -0.1], [2.4, -0.2, -1.8], [-0.1, -0.7, 0.9]], "relative_energy_ev": 2.7882, "e_homo_ev": -3.48, "charge": -1, "e_lumo_ha": 0.1112}